Below is a cluster of 2 separate species, H5NOSi in total, with properties calculated with the ωB97M-V functional and the def2-TZVPD basis.

Output
E = -422.29948 a.u.
Kohn-Sham gap = 7.89 eV
Relative energy (zero: lowest compared OMol25 entry of this formula, charge and spin) = 621.6 kJ/mol
HOMO level = -8.93 eV
Largest force on an atom = 2.28 eV/Å

```
! wB97M-V def2-TZVPD RIJCOSX def2/J DEFGRID3
* xyz 0 1
N -2.098 0.185 0.257
O -0.635 0.247 0.044
Si 2.924 -0.176 0.125
H -2.465 0.958 -0.244
H -2.323 0.520 1.171
H 2.442 0.552 -1.023
H -0.475 -0.670 0.376
H 2.629 -1.616 -0.706
*
```